Entry i
The following is a DFT calculation (wB97M-V/def2-TZVPD) of one molecule with the formula C5H8O2.

The lowest unoccupied orbital energy comes out at 0.95 eV. The gap between HOMO and LUMO comes out at 10.629 eV. For the HOMO energy, the calculation gives -0.3555 Eh.

```
15
Properties=species:S:1:pos:R:3:nbo_charge:R:1
C -0.56328 1.95435 -0.25570 -0.6307
C -0.26062 0.48555 -0.06673 0.2265
C -1.11499 -0.58386 -0.63937 -0.2465
C -1.16200 -0.44990 0.65943 -0.2099
O 1.14581 0.33357 0.04001 -0.5282
C 1.53885 -0.94352 0.44496 0.2177
O 1.54910 -1.87980 -0.58881 -0.7120
H -0.08177 2.32617 -1.16526 0.2227
H -0.18338 2.53709 0.58931 0.2198
H -1.64093 2.11961 -0.34197 0.2107
H -1.57299 -1.01778 -1.51110 0.2302
H 0.62131 -2.03438 -0.81504 0.4664
H -1.67489 -0.71146 1.57004 0.2289
H 0.84575 -1.25946 1.25005 0.1303
H 2.55404 -0.87618 0.83018 0.1740
```

=====

Entry ii
The following is a DFT calculation (wB97M-V/def2-TZVPD) of one molecule with the formula C5H8O2.

The lowest unoccupied orbital energy comes out at 0.80 eV. The gap between HOMO and LUMO comes out at 10.376 eV. For the HOMO energy, the calculation gives -0.3521 Eh.

```
15
Properties=species:S:1:pos:R:3:nbo_charge:R:1
O 2.39710 0.43951 0.17157 -0.7169
C 1.38720 -0.50828 -0.10714 -0.0495
C 0.13259 -0.13176 0.65821 -0.3518
C -0.63457 1.12055 0.14909 -0.3974
C -1.71346 0.21206 -0.49631 -0.5334
C -1.07455 -0.97210 0.21667 0.6211
O -1.39529 -2.11734 0.38714 -0.5121
H 3.19344 0.16356 -0.29911 0.4715
H 1.68065 -1.52035 0.20597 0.1761
H 1.16349 -0.54120 -1.18668 0.1552
H 0.33700 -0.17912 1.73309 0.2340
H -1.02185 1.72570 0.97016 0.2148
H -0.08971 1.77946 -0.53343 0.2184
H -1.59465 0.12446 -1.57929 0.2345
H -2.76739 0.40483 -0.28992 0.2353
```

=====

Entry iii
The following is a DFT calculation (wB97M-V/def2-TZVPD) of C5H8O2 as an isolated structure.

The lowest unoccupied orbital energy (alpha / beta) comes out at -0.04 / 0.06 eV. The gap between HOMO and LUMO (alpha / beta) comes out at 8.043 / 8.179 eV. For the HOMO energy (alpha / beta), the calculation gives -0.2971 / -0.2983 Eh.

```
15
Properties=species:S:1:pos:R:3:nbo_charge:R:1
O 2.47512 0.46149 0.03264 -0.7052
C 1.21805 0.48265 0.66364 0.0038
C 0.12179 1.01173 -0.23095 -0.3823
C -0.90528 -0.19627 0.07411 0.0982
O -1.93313 0.06199 0.98253 -0.6900
C -1.19704 -0.96975 -1.05812 -0.3452
C 0.37730 -0.74106 0.66402 -0.1128
H 3.03299 -0.12336 0.55944 0.4691
H 1.25841 0.96534 1.64762 0.1744
H -0.36653 1.91556 0.11465 0.2236
H 0.45970 1.07742 -1.26497 0.2283
H -2.68981 0.33040 0.44227 0.4670
H -2.04472 -1.65117 -1.03621 0.1893
H -0.59484 -0.93252 -1.95428 0.1956
H 0.78799 -1.69244 0.36362 0.1860
```

=====

Entry iv
The following is a DFT calculation (wB97M-V/def2-TZVPD) of one molecule with the formula C5H8O2.

The lowest unoccupied orbital energy comes out at 0.74 eV. The gap between HOMO and LUMO comes out at 10.303 eV. For the HOMO energy, the calculation gives -0.3514 Eh.

```
15
Properties=species:S:1:pos:R:3:nbo_charge:R:1
O -0.22635 -1.02132 2.00500 -0.7080
C 0.30873 -1.36094 0.74234 -0.0610
C 0.53059 -0.16107 -0.20498 -0.2509
C 0.06978 1.23173 0.30787 -0.5368
C -0.78775 1.36098 -0.94612 0.6192
O -1.47781 2.23548 -1.39166 -0.5106
C -0.41613 -0.03717 -1.43098 -0.5234
H 0.45593 -0.53930 2.48748 0.4630
H 1.24962 -1.91001 0.87164 0.1654
H -0.40467 -2.06456 0.30236 0.1799
H 1.57637 -0.13048 -0.51987 0.2076
H -0.51515 1.18464 1.23030 0.2514
H 0.84480 1.99658 0.40540 0.2344
H -1.26815 -0.72611 -1.44391 0.2336
H 0.06019 -0.05842 -2.41486 0.2364
```

=====

List of relative energies, unit kJ/mol: entry i 186.9; entry ii 0.0; entry iii 364.5; entry iv 15.2

=====

Entry i
The following is a DFT calculation (wB97M-V/def2-TZVPD) of one molecule with the formula C5H8O2.

The lowest unoccupied orbital energy comes out at 0.69 eV. The gap between HOMO and LUMO comes out at 10.602 eV. For the HOMO energy, the calculation gives -0.3642 Eh.

```
15
Properties=species:S:1:pos:R:3:nbo_charge:R:1
O 1.80780 0.28924 1.29668 -0.7284
C 1.28761 0.96799 0.17785 -0.0640
C 0.74403 0.03138 -0.90012 -0.4309
C -0.45935 -0.80718 -0.45926 0.0207
O -0.02513 -1.66097 0.60064 -0.7216
C -1.60395 0.02098 -0.03595 -0.0473
C -2.55509 0.67140 0.31458 -0.2239
H 1.19485 -0.43578 1.49153 0.4866
H 2.11318 1.54965 -0.24736 0.1802
H 0.49988 1.68385 0.46724 0.1608
H 1.53165 -0.66276 -1.21430 0.2219
H 0.44218 0.61982 -1.77502 0.2211
H -0.78425 -1.42432 -1.31000 0.1974
H -0.79974 -2.10189 0.97319 0.4843
H -3.39366 1.25859 0.62030 0.2431
```

=====

Entry ii
The following is a DFT calculation (wB97M-V/def2-TZVPD) of one molecule with the formula C5H8O2.

The lowest unoccupied orbital energy comes out at 0.62 eV. The gap between HOMO and LUMO comes out at 8.436 eV. For the HOMO energy, the calculation gives -0.2872 Eh.

```
15
Properties=species:S:1:pos:R:3:nbo_charge:R:1
O -0.53227 -1.69210 -1.07079 -0.7138
C -0.71583 -0.72998 -0.04992 0.0669
C 0.38767 -0.82669 1.02650 -0.5616
C 1.14286 0.50427 0.98747 0.0967
O -0.58205 1.37946 0.89646 -0.6622
C 1.07072 0.81255 -0.53230 -0.5674
C -0.42833 0.73109 -0.45863 0.0770
H -1.37109 -1.84060 -1.52563 0.4744
H -1.72715 -0.79043 0.36742 0.1764
H -0.01208 -1.04718 2.01837 0.2273
H 1.11723 -1.60217 0.76585 0.2437
H -0.21733 2.27962 0.95266 0.5049
H 1.44307 1.79277 -0.85513 0.2099
H 1.58412 0.02641 -1.10061 0.2368
H -1.09656 1.21817 -1.17172 0.1911
```

=====

Entry iii
The following is a DFT calculation (wB97M-V/def2-TZVPD) of one molecule with the formula C5H8O2.

The lowest unoccupied orbital energy comes out at 0.86 eV. The gap between HOMO and LUMO comes out at 10.106 eV. For the HOMO energy, the calculation gives -0.3399 Eh.

```
15
Properties=species:S:1:pos:R:3:nbo_charge:R:1
O 2.19697 0.21574 -0.54286 -0.7154
C 1.15415 0.31243 0.40001 0.1055
C 0.02792 1.27990 -0.04042 -0.4328
C -0.96290 0.13233 0.11049 0.2626
O -2.19707 0.31217 0.71016 -0.6882
C -0.60269 -0.98469 -0.80451 -0.4486
C 0.14540 -0.82963 0.50010 -0.2903
H 2.82934 -0.43668 -0.21584 0.4685
H 1.54467 0.58139 1.39090 0.1671
H -0.14576 2.08690 0.67567 0.2213
H 0.14362 1.69480 -1.04731 0.2119
H -2.87283 -0.12863 0.18269 0.4782
H -1.29716 -1.82294 -0.81590 0.2195
H -0.09902 -0.79761 -1.75285 0.2217
H 0.13536 -1.61549 1.24965 0.2190
```

=====

Entry iv
The following is a DFT calculation (wB97M-V/def2-TZVPD) of C5H8O2 as an isolated structure.

The lowest unoccupied orbital energy comes out at -0.11 eV. The gap between HOMO and LUMO comes out at 8.766 eV. For the HOMO energy, the calculation gives -0.3263 Eh.

```
15
Properties=species:S:1:pos:R:3:nbo_charge:R:1
O 2.37584 0.40976 0.21843 -0.7242
C 1.37093 -0.53930 -0.11498 -0.0512
C 0.07495 -0.08565 0.54381 -0.3747
C -0.50088 1.22270 0.00476 -0.4029
C -2.00494 -0.34171 -0.63568 -0.3071
C -1.08994 -0.99184 0.19463 0.4306
O -1.30422 -2.17309 0.41212 -0.5635
H 3.18512 0.15550 -0.25374 0.4752
H 1.61548 -1.55045 0.24996 0.1868
H 1.21561 -0.60141 -1.20696 0.1673
H 0.22307 -0.05555 1.63031 0.2501
H -0.92407 1.89684 0.75124 0.2283
H 0.19140 1.77613 -0.63592 0.2419
H -1.45176 0.92819 -0.92272 0.2363
H -2.97660 -0.05012 -0.23527 0.2073
```

=====

List of relative energies, unit kJ/mol: entry i 29.0; entry ii 244.9; entry iii 0.0; entry iv 250.9